[1]
{"formula": "C3H9NO4P", "method": "ωB97M-V/def2-TZVPD", "species": ["P", "O", "O", "O", "O", "N", "C", "C", "C", "H", "H", "H", "H", "H", "H", "H", "H", "H"], "positions_angstrom": [[2.982, 0.537, -0.373], [-2.069, 0.909, 0.096], [3.865, -0.943, -0.371], [2.077, 0.617, 0.800], [1.956, 0.108, -1.750], [-2.696, 0.586, -2.052], [-1.831, 0.534, -1.191], [-0.896, -0.859, 1.518], [-1.057, 0.625, 1.073], [-1.508, -1.179, 2.325], [-0.112, 0.873, 0.573], [-0.891, 0.122, -1.222], [-1.317, -1.585, 0.735], [2.521, -0.280, -2.459], [-1.318, 1.272, 1.965], [3.640, -1.455, 0.404], [-3.538, 1.159, -1.641], [0.193, -1.042, 1.570]], "homo_ev": -3.36, "relative_energy_kj_mol": 326.81, "charge": -1, "homo_lumo_gap_ev": 7.0}

[2]
{"formula": "C26H28NO3PdSi2", "method": "ωB97M-V/def2-TZVPD", "species": ["Pd", "Si", "Si", "O", "O", "O", "N", "C", "C", "C", "C", "C", "C", "C", "C", "C", "C", "C", "C", "C", "C", "C", "C", "C", "C", "C", "C", "C", "C", "C", "C", "C", "C", "H", "H", "H", "H", "H", "H", "H", "H", "H", "H", "H", "H", "H", "H", "H", "H", "H", "H", "H", "H", "H", "H", "H", "H", "H", "H", "H", "H"], "positions_angstrom": [[0.009, 0.379, 0.612], [-3.906, 1.512, 0.157], [-0.578, -2.013, 0.916], [2.075, 1.382, 0.694], [-2.295, -0.579, -1.566], [-1.336, 0.764, 2.537], [-2.242, 0.698, 0.402], [-5.267, -2.844, 1.260], [0.422, 3.292, -3.282], [1.267, 3.314, -2.184], [2.319, 2.155, -0.227], [-3.968, -0.691, 3.375], [-5.002, -1.770, 3.230], [-5.864, -0.428, 1.270], [-4.348, -3.045, 2.522], [0.042, 0.936, -2.962], [-6.006, -1.665, 2.037], [-0.202, -3.038, -0.599], [-4.318, 1.749, -1.622], [-2.657, -0.491, -0.435], [-0.193, 2.108, -3.668], [3.453, 3.126, -0.103], [0.882, 0.957, -1.860], [0.305, -2.691, 2.411], [-4.533, -2.384, 0.042], [-4.017, 3.054, 1.161], [1.486, 2.148, -1.454], [-4.465, -0.075, 1.057], [-2.338, 0.539, 1.892], [-2.899, -2.920, 2.219], [-3.671, 0.074, 2.321], [-3.554, -1.332, 0.403], [-2.470, -2.081, 1.272], [-4.995, 3.518, 1.019], [0.079, -3.751, 2.561], [-5.466, -2.021, 4.181], [4.066, 3.124, -1.004], [-3.306, -0.728, 4.234], [-2.194, -3.501, 2.803], [-4.579, -3.956, 3.069], [-3.523, 2.312, -2.115], [-3.876, 2.874, 2.227], [4.049, 2.883, 0.771], [0.244, 4.202, -3.840], [-7.027, -1.918, 2.310], [-0.730, -2.676, -1.481], [1.152, 0.013, -1.377], [-4.522, -2.932, -0.888], [0.043, -2.144, 3.317], [-0.842, 2.094, -4.533], [-4.451, 0.810, -2.157], [3.051, 4.135, 0.014], [-3.260, 3.768, 0.829], [1.739, 4.241, -1.889], [0.871, -3.038, -0.807], [-5.910, -3.694, 1.050], [1.383, -2.607, 2.264], [-0.506, -4.073, -0.420], [-0.426, 0.011, -3.266], [-5.240, 2.330, -1.699], [-6.673, 0.007, 0.703]], "homo_ev": [-9.93, -12.03], "multiplicity": 5, "s_squared": 6.01, "relative_energy_kj_mol": 10.01, "charge": 1, "homo_lumo_gap_ev": [6.9, 8.1]}

[3]
{"formula": "C5H16O2", "method": "ωB97M-V/def2-TZVPD", "species": ["O", "O", "C", "C", "C", "C", "C", "H", "H", "H", "H", "H", "H", "H", "H", "H", "H", "H", "H", "H", "H", "H", "H"], "positions_angstrom": [[2.642, -1.886, -5.641], [2.079, -2.822, 1.444], [0.691, 0.668, 0.968], [-0.542, 1.037, 0.183], [-1.852, 1.076, 2.569], [-0.540, 0.601, -1.219], [-1.773, 0.637, 1.014], [-0.880, 1.325, 3.073], [1.503, 0.454, 0.367], [-2.450, 0.434, 3.158], [-0.721, 2.087, 0.187], [-1.436, 1.257, -1.715], [-2.914, 1.014, 0.619], [0.472, -0.291, 1.577], [2.450, -3.646, 1.748], [0.990, 1.325, 1.707], [0.342, 0.955, -1.893], [-1.905, -0.437, 1.034], [2.900, -2.277, 1.310], [1.666, -1.947, -5.435], [-2.357, 2.163, 2.611], [-0.963, -0.541, -1.269], [2.597, -1.186, -6.397]], "homo_ev": -10.53, "relative_energy_kj_mol": 244.80, "smiles": "CCC(C)C.O.O", "charge": 0, "homo_lumo_gap_ev": 11.3}

[4]
{"formula": "C13H9F6FeN4O9S4", "method": "ωB97M-V/def2-TZVPD", "species": ["Fe", "S", "S", "S", "S", "F", "F", "F", "F", "F", "F", "O", "O", "O", "O", "O", "O", "O", "O", "O", "N", "N", "N", "N", "C", "C", "C", "C", "C", "C", "C", "C", "C", "C", "C", "C", "C", "H", "H", "H", "H", "H", "H", "H", "H", "H"], "positions_angstrom": [[1.602, 0.462, -0.212], [0.956, 3.217, -0.488], [3.247, -0.902, -1.314], [0.651, -0.952, -3.154], [1.692, -2.564, -1.060], [0.427, -4.856, -1.951], [-1.589, -2.248, -3.913], [0.125, -4.572, 0.156], [-1.678, -0.109, -4.069], [-0.974, -3.385, -1.257], [-1.976, -1.040, -2.173], [3.159, 1.373, 1.267], [-0.738, 0.224, 0.029], [1.128, -1.811, 0.071], [0.930, -0.817, -4.558], [-2.426, -0.338, 1.382], [3.835, 1.673, 3.384], [0.796, 0.277, -2.394], [0.319, -1.535, 5.631], [2.698, -3.584, -0.866], [-1.455, 2.796, -1.628], [1.188, -2.272, -2.583], [-1.519, 2.829, 0.546], [0.906, 0.359, 2.034], [0.251, -3.894, -1.012], [-2.791, 2.549, 0.107], [0.535, -0.911, 4.432], [3.085, 1.241, 2.511], [-0.683, 2.903, -0.523], [-2.748, 2.546, -1.242], [-0.211, -0.320, 2.249], [1.694, -0.178, 4.196], [1.850, 0.424, 2.958], [-0.933, 2.828, -2.963], [-1.246, -1.120, -3.273], [-1.238, -0.176, 1.107], [-0.437, -0.987, 3.441], [-0.425, 3.779, -3.134], [-3.515, 2.347, -1.960], [-3.599, 2.364, 0.784], [-1.745, 2.697, -3.673], [1.102, -1.403, 6.178], [2.465, -0.063, 4.947], [-1.169, 2.669, 1.476], [-0.203, 2.025, -3.085], [-1.344, -1.545, 3.599]], "homo_ev": [-2.99, -2.94], "multiplicity": 6, "s_squared": 8.76, "relative_energy_kj_mol": 83.76, "charge": -2, "homo_lumo_gap_ev": [7.4, 6.8]}

[5]
{"formula": "C4H8N2O", "method": "ωB97M-V/def2-TZVPD", "species": ["O", "N", "N", "C", "C", "C", "C", "H", "H", "H", "H", "H", "H", "H", "H"], "positions_angstrom": [[0.308, -0.782, -1.508], [-0.070, 1.448, 1.342], [-2.038, 0.602, -1.022], [0.679, 0.578, 0.985], [-0.291, -0.850, -0.240], [2.116, 0.170, 1.019], [-1.528, -0.190, -0.088], [-2.100, -0.302, 0.824], [-0.230, -1.260, -2.155], [-2.734, 1.279, -0.735], [2.703, 0.933, 1.535], [2.516, 0.067, 0.007], [-0.187, -1.825, 0.234], [2.235, -0.791, 1.529], [-1.379, 0.921, -1.727]], "homo_ev": [-7.17, -7.17], "relative_energy_kj_mol": 387.20, "smiles": "N/C=C\\O.CC#N", "charge": 0, "homo_lumo_gap_ev": [7.8, 7.8]}

[6]
{"formula": "C16H20BaBrIN4O6", "method": "ωB97M-V/def2-TZVPD", "species": ["Ba", "I", "Br", "O", "O", "O", "O", "O", "O", "N", "N", "N", "N", "C", "C", "C", "C", "C", "C", "C", "C", "C", "C", "C", "C", "C", "C", "C", "C", "H", "H", "H", "H", "H", "H", "H", "H", "H", "H", "H", "H", "H", "H", "H", "H", "H", "H", "H", "H"], "positions_angstrom": [[0.142, -0.016, -0.137], [3.411, 1.605, -0.741], [6.743, 1.593, -1.883], [2.717, -3.276, 0.853], [-1.267, 2.015, -2.534], [-0.302, 1.821, 1.730], [-1.441, -1.162, 1.095], [-2.309, -1.327, 3.159], [1.779, -1.493, -0.164], [-2.122, 0.148, -1.485], [-3.557, -1.533, -0.845], [-4.070, -0.049, -2.626], [1.057, -0.624, 2.369], [5.897, 2.580, 2.597], [4.831, 2.310, 1.754], [7.417, 2.254, 0.766], [-3.266, -0.508, -1.644], [1.131, 0.578, 3.198], [-0.115, 1.442, 3.110], [5.055, 2.005, 0.414], [7.191, 2.549, 2.100], [-3.383, 1.055, -3.275], [2.358, -1.274, 2.121], [6.349, 1.982, -0.082], [0.066, -1.595, 2.880], [-2.123, 1.161, -2.417], [2.307, -2.135, 0.839], [-1.373, -1.342, 2.380], [-5.282, -0.662, -3.108], [-5.796, -1.184, -2.302], [1.284, 0.328, 4.260], [1.990, 1.166, 2.866], [3.818, 2.341, 2.127], [-3.128, 0.846, -4.316], [0.346, -2.585, 2.514], [-0.992, 0.902, 3.471], [5.710, 2.814, 3.637], [-5.960, 0.113, -3.463], [-2.957, -1.638, -0.020], [3.112, -0.496, 1.962], [2.673, -1.900, 2.963], [-1.229, 2.053, 1.589], [8.033, 2.757, 2.747], [-4.458, -1.970, -0.873], [0.058, -1.625, 3.976], [-3.959, 1.981, -3.230], [0.011, 2.339, 3.720], [8.422, 2.231, 0.370], [-5.094, -1.367, -3.920]], "homo_ev": -8.72, "relative_energy_kj_mol": 53.70, "charge": 0, "homo_lumo_gap_ev": 8.7}